1.
Here is 7 unconnected molecules or ions with the total composition C18H52N2O12 in a non-equilibrium geometry from the OMol25 dataset. Energies are from wB97M-V/def2-TZVPD.

* SMILES: COC[C@H](C)N.COC[C@H](C)N.OCCO.OCCO.OCCO.OCCO.OCCO
* total charge: 0
* energy above the lowest of the compared OMol25 structures with the same formula, charge and spin: 44.7 kcal/mol
* gap between HOMO and LUMO: 9.50 eV
* M: 488.62 g/mol

The geometry in XYZ format:
```
84
C18H52N2O12 wB97M-V/def2-TZVPD
C -2.58756 0.87092 3.18380
O -3.87341 1.47046 3.30759
C -3.76694 2.88376 3.27941
C -5.20612 3.44427 3.45148
C -5.98935 3.19004 2.18564
N -5.24420 4.88248 3.68250
H -1.90772 1.26414 3.94568
H -2.17650 1.18620 2.21763
H -2.71256 -0.20531 3.23936
H -3.03705 3.25450 4.00351
H -3.50616 3.20338 2.26147
H -5.67749 2.93380 4.29300
H -6.94151 3.72533 2.15704
H -6.27467 2.13867 2.09443
H -5.52422 3.49096 1.24212
H -4.67447 5.34096 2.96604
H -4.68614 5.14904 4.49711
C 1.11752 1.99739 1.42149
O -0.01813 2.06623 0.55487
C -0.61377 3.36300 0.62472
C -0.19956 4.33035 -0.47721
C 1.26859 4.77765 -0.44767
N -1.04622 5.54589 -0.39846
H 1.20358 0.91726 1.58989
H 0.93657 2.33503 2.44488
H 2.00293 2.40879 0.94141
H -1.68584 3.23713 0.41537
H -0.61388 3.69962 1.66261
H -0.49021 3.96533 -1.46688
H 1.75301 5.10913 0.46890
H 1.38318 5.58620 -1.17737
H 1.89947 3.99643 -0.88576
H -0.66842 6.23004 -1.03638
H -2.00881 5.33638 -0.62866
O -2.17463 -6.72074 -0.24054
C -2.34628 -5.51340 0.51622
C -3.38453 -4.65490 -0.22122
O -4.71658 -5.09800 -0.02500
H -2.57669 -7.46995 0.20495
H -2.69015 -5.72732 1.53114
H -1.35154 -5.06810 0.56592
H -3.19876 -4.87727 -1.27787
H -3.22021 -3.59485 -0.03164
H -4.84688 -5.84236 -0.61609
O 0.28096 -0.60952 -3.84232
C 1.58192 -0.31418 -4.30586
C 2.63564 -1.15411 -3.54759
O 3.05337 -0.55555 -2.31883
H 0.14276 -0.41410 -2.89537
H 1.71092 -0.53786 -5.36103
H 1.78122 0.73240 -4.05816
H 3.49891 -1.43309 -4.15274
H 2.13928 -2.09111 -3.28643
H 2.55689 -0.98084 -1.61627
O 6.41930 2.19370 -2.73608
C 5.49223 1.35148 -2.05365
C 4.41478 2.05776 -1.21963
O 3.24896 2.28295 -2.08157
H 7.21731 2.10966 -2.21620
H 5.02335 0.58792 -2.66708
H 6.07429 0.85771 -1.25690
H 4.72638 3.06849 -0.95723
H 4.09937 1.48520 -0.34844
H 2.72218 1.47711 -1.98157
O 1.43097 -2.75562 -0.54049
C 0.81700 -1.85864 0.37919
C -0.37409 -1.13661 -0.25629
O -0.08355 -0.05536 -1.11790
H 1.01903 -3.63116 -0.43099
H 0.42591 -2.36287 1.26677
H 1.55897 -1.13815 0.72290
H -0.91185 -0.69353 0.60212
H -1.15194 -1.75834 -0.70405
H 0.02532 0.76612 -0.59280
O 1.34385 -5.48321 0.22112
C 2.50331 -5.97574 -0.50036
C 3.75269 -5.20498 -0.09683
O 3.84007 -3.95637 -0.75856
H 0.94827 -6.20173 0.72014
H 2.61016 -7.06065 -0.45328
H 2.24085 -5.78086 -1.54457
H 4.58873 -5.85906 -0.35170
H 3.72463 -4.97605 0.97426
H 2.94396 -3.54974 -0.65515
```

=====

2.
Here is a molecular structure, C48H61N4O3S2Tc in a non-equilibrium geometry from the OMol25 dataset. Energies are from wB97M-V/def2-TZVPD.

* spin multiplicity: 4
* total charge: +1
* <S²>: 3.8555
* energy above the lowest of the compared OMol25 structures with the same formula, charge and spin: 97.7 kcal/mol
* gap between HOMO and LUMO (alpha / beta): 5.98 / 5.54 eV
* M: 904.18 g/mol

The geometry in XYZ format:
```
119
C48H61N4O3S2Tc wB97M-V/def2-TZVPD
Tc 0.24244 -0.52155 -0.63329
C 0.41934 6.31350 0.23772
C -0.15721 5.57717 1.46022
C 0.41677 6.26240 2.70831
C -1.68004 5.79126 1.49332
C 0.17441 4.08681 1.33899
C -0.35056 3.35524 0.33979
C 0.06879 2.00497 0.10932
N -0.26423 1.19530 -0.87477
C -1.19389 1.16958 -1.93154
C -1.65000 2.31581 -2.56716
C -2.62357 2.25197 -3.54490
C -3.11095 0.98425 -3.87628
C -2.65433 -0.21201 -3.31837
C -1.63210 -0.16697 -2.34169
O -1.06582 -1.25205 -1.80448
C -3.28753 -1.53627 -3.78915
C -2.24148 -2.42399 -4.48396
C -4.42388 -1.34031 -4.80959
C -3.92648 -2.29666 -2.61872
C -3.17421 3.48982 -4.23809
C -4.67663 3.61984 -3.93791
C -2.97222 3.37483 -5.75781
C -2.50355 4.79358 -3.78629
C 0.99853 1.33332 1.10769
O 1.27434 0.08549 0.90187
C 1.47010 2.16656 2.24348
C 1.05194 3.46120 2.26858
C 2.35994 1.58020 3.32006
C 2.73301 2.60761 4.40541
C 3.63151 1.09540 2.71193
C 1.67839 0.42750 4.05508
H 0.22387 7.38638 0.29945
H -0.01947 5.95839 -0.69804
H 1.50158 6.17651 0.17054
H 0.13487 7.31587 2.73234
H 1.50929 6.22772 2.72391
H 0.04028 5.80637 3.62808
H -1.92072 6.84842 1.62233
H -2.13536 5.24243 2.32151
H -2.16424 5.46814 0.56880
H -1.04531 3.77395 -0.37298
H -1.20129 3.25911 -2.29813
H -3.88530 0.94028 -4.62800
H -1.74491 -1.88269 -5.29215
H -2.71145 -3.31113 -4.91612
H -1.46755 -2.78355 -3.80192
H -4.06869 -0.86307 -5.72646
H -5.23940 -0.74002 -4.39739
H -4.85100 -2.30144 -5.09931
H -3.19731 -2.67196 -1.90630
H -4.48055 -3.16775 -2.97781
H -4.62695 -1.65895 -2.07275
H -5.24848 2.77180 -4.32161
H -5.08976 4.52100 -4.39641
H -4.85832 3.67876 -2.86161
H -3.51881 2.53115 -6.18495
H -1.91600 3.24219 -6.00430
H -3.32431 4.27471 -6.26688
H -2.64300 4.96985 -2.71537
H -2.92946 5.64957 -4.31151
H -1.42986 4.78697 -3.99402
H 1.38190 4.07682 3.09216
H 3.27131 3.46044 3.98456
H 3.38231 2.15586 5.15719
H 1.84934 2.98245 4.92907
H 4.13307 1.88852 2.14865
H 3.45821 0.25992 2.03700
H 4.31653 0.75256 3.48602
H 0.73610 0.74242 4.46947
H 2.29944 0.07389 4.88165
H 1.49384 -0.43412 3.40817
S -1.92935 -1.81789 0.00409
C -0.06095 -2.24921 -0.52852
N 0.10961 -3.56172 -0.80526
C 1.43467 -4.12194 -0.57077
C 1.93469 -3.62453 0.76848
N 2.52009 -2.31107 0.52500
C 4.02049 -2.45677 0.29785
C 4.98680 -2.54151 1.46140
C 5.50841 -1.41075 2.04842
C 6.52195 -1.50168 2.99752
C 7.01143 -2.74045 3.37414
C 6.48503 -3.88862 2.80476
C 5.48244 -3.78991 1.85273
C 1.69571 -1.44469 -0.20646
S 2.74054 -0.11082 -1.16554
C -0.96974 -4.56387 -0.77492
C -0.99004 -5.40172 0.48830
C -1.31706 -4.85663 1.72881
C -1.24237 -5.61611 2.88911
C -0.85369 -6.94665 2.82638
C -0.55473 -7.51333 1.59606
C -0.62738 -6.74663 0.43916
H 2.08183 -3.80293 -1.39285
H 1.40258 -5.20982 -0.60516
H 2.67689 -4.30345 1.18638
H 1.13987 -3.51543 1.50824
H 4.43554 -1.70800 -0.37299
H 4.11780 -3.38841 -0.27070
H 5.17080 -0.44788 1.73267
H 6.94356 -0.59873 3.42293
H 7.81207 -2.81044 4.09988
H 6.87199 -4.85994 3.08603
H 5.10996 -4.69710 1.38814
H -0.78494 -5.21824 -1.63129
H -1.94718 -4.12756 -0.95787
H -1.61979 -3.81969 1.82127
H -1.48401 -5.16431 3.84368
H -0.78972 -7.53809 3.73100
H -0.25997 -8.55362 1.54064
H -0.37868 -7.21089 -0.50987
O 0.89104 -0.79570 -2.26166
C -1.97153 0.04359 3.36977
C -1.14056 -0.05789 2.17601
N -0.53298 -0.20361 1.20494
H -2.37848 -0.93439 3.63222
H -2.80604 0.72345 3.19100
H -1.41181 0.41396 4.21220
```

=====

3.
Here is a gas-phase ion, C6H18N6 (charge +2) in a non-equilibrium geometry from the OMol25 dataset. Energies are from wB97M-V/def2-TZVPD.

* SMILES: C[C@]1(N(N)CCC[NH3+])C[NH+]=NN1
* total charge: +2
* energy above the lowest of the compared OMol25 structures with the same formula, charge and spin: 15.6 kcal/mol
* gap between HOMO and LUMO: 9.01 eV
* M: 174.25 g/mol

The geometry in XYZ format:
```
30
C6H18N6 wB97M-V/def2-TZVPD
C -1.05780 2.38792 0.35384
C -0.38429 1.69428 -0.77643
N -0.16312 0.24967 -0.58823
N -1.05715 -0.46070 -1.40772
C 0.02408 -0.26382 0.73110
C 0.44261 -1.79023 0.60468
C 0.57738 -2.22799 2.08099
N 0.72302 -3.71803 2.11768
C 0.93306 2.33854 -1.17918
N 0.82634 2.44730 -2.62500
N -0.38481 2.30546 -3.01408
N -1.15479 1.93298 -2.08595
H -2.02779 1.79900 0.55118
H -1.23258 3.55991 0.19684
H -0.49131 2.19433 1.28964
H -1.81020 -1.01796 -1.02720
H -0.61816 -0.82350 -2.28607
H -0.91953 -0.21680 1.23246
H 0.84491 0.32541 1.28036
H 1.34361 -1.67621 -0.01992
H -0.33307 -2.51313 0.23544
H 1.48516 -1.80378 2.51806
H -0.20841 -1.78955 2.58164
H 0.60409 -4.25972 3.05081
H 1.69391 -4.02718 1.77172
H -0.06262 -4.08466 1.40962
H 0.99502 3.43218 -0.70462
H 1.94137 1.82787 -0.90832
H 1.61665 2.40761 -3.23379
H -2.14558 1.77082 -2.14954
```

=====

4.
Here is a molecular structure, C21H18F6N5O3PTi from the OMol25 dataset. Energies are from wB97M-V/def2-TZVPD.

* total charge: 0
* energy above the lowest of the compared OMol25 structures with the same formula, charge and spin: 5.8 kcal/mol
* gap between HOMO and LUMO: 7.15 eV
* M: 581.24 g/mol

The geometry in XYZ format:
```
55
C21H18F6N5O3PTi wB97M-V/def2-TZVPD
Ti 0.05103 -0.02609 -0.66983
O 3.67258 0.76731 1.00455
C 2.80363 0.51485 0.19655
N 1.55581 1.08288 0.08457
C 1.19618 2.21951 0.83582
C 1.99796 2.99261 1.66623
C 1.43373 4.07810 2.32972
C 0.09319 4.39282 2.16881
C -0.70180 3.63048 1.32181
C -0.14713 2.55235 0.64835
N -0.86412 1.71255 -0.23086
C -2.20351 1.53621 0.18336
O -3.18434 1.76755 -0.47742
C -2.27916 0.85796 1.53657
C -3.35907 0.97613 2.38761
C -3.31447 0.27285 3.58436
C -2.21938 -0.53191 3.85298
C -1.19775 -0.61175 2.91374
N -1.22142 0.08506 1.78676
C 3.03933 -0.49768 -0.88505
C 4.28625 -1.03876 -1.11920
C 4.42365 -1.91024 -2.18644
C 3.31968 -2.19452 -2.97325
C 2.10355 -1.62080 -2.65142
N 1.96832 -0.79244 -1.61836
H 3.03252 2.73396 1.81587
H 2.05398 4.67472 2.98598
H -0.33809 5.23704 2.69078
H -1.74161 3.89154 1.15981
H -4.19618 1.60408 2.11556
H -4.12562 0.35020 4.29682
H -2.15175 -1.10058 4.76979
H -0.33963 -1.25611 3.06250
H 5.10234 -0.76222 -0.46767
H 5.38189 -2.36184 -2.40713
H 3.38583 -2.86634 -3.81698
H 1.21030 -1.84055 -3.21727
N -3.61305 -1.24158 -2.08398
C -2.33940 -0.90491 -1.98219
O -1.81739 -0.81121 -0.84634
C -1.47770 -0.63998 -3.17540
C -0.41354 0.36056 -2.73484
H -4.15470 -1.35987 -1.24241
H -4.07034 -1.26269 -2.97783
H -2.09306 -0.32545 -4.02361
H -1.04185 -1.61024 -3.43827
H -0.83227 1.36333 -2.72481
H 0.45687 0.35004 -3.38648
F 0.71337 -1.60209 0.65092
P 0.40345 -3.29057 0.28971
F -1.10003 -3.03757 0.76015
F 0.08996 -4.77489 -0.14513
F 0.83341 -3.64184 1.77338
F 0.00645 -2.69843 -1.19650
F 1.92313 -3.39158 -0.19441
```